[1]
ORCA calculation (wB97M-V/def2-TZVPD) on C34H33N6O5Zn as an isolated structure.

Total charge = -1
Lowest unoccupied orbital energy = 0.0899 Eh
Orbital gap = 6.47 eV
DFT total energy = -3799.69568 hartree
2S+1 = 1
Energy relative to the best compared isomer or geometry (same formula, charge and spin) = 0.000 eV
Molar mass = 671.065 g mol⁻¹

Element x y z (Å)
1 Zn 0.691 0.253 -0.551
2 C -1.983 2.784 -2.873
3 C -0.932 2.413 -1.854
4 O -0.748 1.154 -1.735
5 C -0.281 3.427 -1.166
6 C 0.672 3.261 -0.095
7 C 1.229 4.501 0.547
8 N 1.025 2.092 0.323
9 N 1.935 2.048 1.396
10 C 2.112 0.805 1.754
11 O 1.559 -0.244 1.251
12 C 3.104 0.552 2.859
13 C 3.258 -0.748 3.323
14 C 4.186 -1.043 4.319
15 C 4.974 -0.034 4.856
16 C 4.826 1.269 4.388
17 C 3.899 1.561 3.397
18 H -2.908 2.248 -2.638
19 H -1.661 2.449 -3.862
20 H -2.187 3.855 -2.903
21 H -0.545 4.444 -1.425
22 H 0.873 5.390 0.027
23 H 2.319 4.474 0.533
24 H 0.943 4.553 1.599
25 H 2.647 -1.520 2.872
26 H 4.295 -2.062 4.671
27 H 5.701 -0.260 5.629
28 H 5.443 2.062 4.795
29 H 3.774 2.568 3.018
30 C 1.572 -3.470 -2.506
31 C 1.887 -2.226 -1.704
32 O 2.990 -2.101 -1.170
33 O 0.917 -1.381 -1.662
34 H 2.369 -4.204 -2.407
35 H 1.455 -3.200 -3.559
36 H 0.624 -3.897 -2.170
37 N 2.782 0.957 -1.843
38 C 3.814 0.675 -1.429
39 C 5.011 0.074 -0.888
40 C 6.274 0.441 -1.338
41 C 7.393 -0.155 -0.775
42 C 7.240 -1.103 0.231
43 C 5.972 -1.465 0.669
44 C 4.848 -0.881 0.108
45 H 6.371 1.183 -2.120
46 H 8.381 0.122 -1.120
47 H 8.115 -1.564 0.673
48 H 5.849 -2.205 1.449
49 H 3.846 -1.167 0.411
50 C -5.950 2.550 1.068
51 C -5.933 1.250 0.307
52 C -6.718 0.169 0.686
53 C -6.660 -1.042 0.006
54 C -5.822 -1.195 -1.088
55 N -5.796 -2.459 -1.741
56 C -4.848 -2.942 -2.634
57 O -5.172 -3.598 -3.607
58 N -3.536 -2.684 -2.332
59 C -2.970 -2.359 -1.069
60 C -3.392 -2.935 0.117
61 C -2.779 -2.538 1.293
62 C -1.766 -1.594 1.235
63 N -1.359 -1.049 0.093
64 C -1.946 -1.430 -1.038
65 C -5.063 -0.106 -1.509
66 C -5.111 1.085 -0.805
67 H -6.701 2.533 1.859
68 H -6.175 3.391 0.409
69 H -4.982 2.752 1.530
70 H -7.375 0.263 1.544
71 H -7.256 -1.884 0.341
72 H -6.690 -2.893 -1.903
73 H -2.905 -2.852 -3.099
74 H -4.189 -3.668 0.120
75 H -3.076 -2.959 2.246
76 H -1.257 -1.253 2.130
77 H -1.594 -0.956 -1.952
78 H -4.424 -0.187 -2.377
79 H -4.486 1.909 -1.136

---

[2]
ORCA calculation (wB97M-V/def2-TZVPD) on a 10-piece molecular cluster, C37H88BFN3O12 overall in a non-equilibrium geometry.

Total charge = +1
Lowest unoccupied orbital energy = -0.0840 Eh
Orbital gap = 9.13 eV
DFT total energy = -2653.99609 hartree
2S+1 = 1
Molar mass = 796.930 g mol⁻¹

Element x y z (Å)
1 C 0.633 3.132 4.692
2 C 0.796 1.953 4.565
3 C 1.165 0.532 4.471
4 C 1.069 -0.039 3.029
5 C 2.424 0.137 2.323
6 F 3.363 -0.666 2.962
7 C 3.004 1.541 2.247
8 C 2.271 2.544 1.356
9 N 0.001 0.673 2.322
10 C -0.153 0.242 0.942
11 C -0.282 -1.295 0.686
12 C -1.778 -1.642 0.622
13 C -2.492 -1.479 1.898
14 C -3.071 -1.346 2.942
15 C 0.402 -1.575 -0.671
16 C -0.298 -0.987 -1.911
17 C 0.149 0.427 -2.319
18 C -0.448 0.732 -3.714
19 C -1.677 1.645 -3.666
20 C -1.432 3.041 -3.064
21 C -2.589 3.577 -2.208
22 C -3.102 2.578 -1.170
23 O -3.350 3.239 0.059
24 C -3.599 2.314 1.088
25 N 0.506 -2.099 1.729
26 B 0.136 -3.607 1.718
27 N -1.028 -4.178 2.349
28 O 1.038 -4.368 1.050
29 C 0.599 -1.512 3.114
30 O 1.467 -2.276 3.885
31 C 0.884 -3.198 4.812
32 C 0.181 -2.612 6.036
33 C -0.755 -3.736 6.545
34 C 1.111 -2.207 7.203
35 C 0.369 -1.125 8.034
36 C 2.489 -1.661 6.797
37 H 0.550 4.184 4.827
38 H 0.483 0.000 5.136
39 H 2.191 0.404 4.805
40 H 2.375 -0.241 1.293
41 H 3.103 1.959 3.251
42 H 4.025 1.435 1.876
43 H 2.198 2.142 0.339
44 H 1.269 2.780 1.700
45 H 2.859 3.454 1.261
46 H -0.869 0.526 2.822
47 H 0.700 0.606 0.377
48 H -1.020 0.758 0.539
49 H -2.227 -0.901 -0.038
50 H -1.992 -2.605 0.154
51 H -3.494 -0.985 3.852
52 H 1.402 -1.132 -0.626
53 H 0.549 -2.646 -0.833
54 H -1.387 -1.026 -1.874
55 H -0.018 -1.629 -2.748
56 H 1.232 0.492 -2.382
57 H -0.236 1.169 -1.619
58 H 0.322 1.140 -4.370
59 H -0.765 -0.201 -4.178
60 H -2.496 1.106 -3.182
61 H -2.006 1.779 -4.700
62 H -0.510 3.035 -2.475
63 H -1.260 3.718 -3.902
64 H -3.412 3.850 -2.866
65 H -2.230 4.453 -1.666
66 H -4.040 2.135 -1.532
67 H -2.396 1.746 -1.021
68 H -2.663 1.838 1.406
69 H -4.017 2.845 1.941
70 H -4.313 1.544 0.773
71 H 1.472 -2.101 1.381
72 H -1.774 -4.339 1.675
73 H -1.429 -3.598 3.078
74 H 0.632 -5.146 0.649
75 H -0.383 -1.478 3.588
76 H 0.202 -3.900 4.327
77 H 1.706 -3.821 5.167
78 H -0.496 -1.800 5.745
79 H -0.137 -4.627 6.688
80 H -1.504 -4.008 5.801
81 H -1.195 -3.478 7.504
82 H 1.205 -3.059 7.877
83 H -0.715 -1.214 7.942
84 H 0.619 -1.205 9.091
85 H 0.645 -0.119 7.715
86 H 2.903 -2.081 5.884
87 H 3.201 -1.913 7.584
88 H 2.484 -0.574 6.762
89 C -0.225 0.033 -7.255
90 O -0.861 -0.980 -6.464
91 H -0.515 0.998 -6.846
92 H 0.862 -0.068 -7.196
93 H -0.540 -0.026 -8.295
94 H -0.609 -1.834 -6.824
95 C 6.162 -1.414 5.539
96 O 5.547 -2.456 6.291
97 H 5.909 -0.472 6.021
98 H 7.249 -1.523 5.529
99 H 5.790 -1.396 4.511
100 H 5.771 -3.291 5.871
101 C -3.670 4.967 -5.544
102 O -2.340 4.832 -6.042
103 H -4.072 3.971 -5.374
104 H -3.661 5.517 -4.599
105 H -4.303 5.494 -6.261
106 H -1.995 5.717 -6.186
107 C -0.354 -7.220 4.981
108 O -1.474 -6.996 5.829
109 H 0.003 -6.249 4.643
110 H 0.454 -7.725 5.518
111 H -0.631 -7.814 4.107
112 H -1.787 -7.855 6.128
113 C -4.209 -1.613 -4.084
114 O -4.693 -0.302 -3.817
115 H -3.367 -1.515 -4.766
116 H -3.868 -2.103 -3.165
117 H -4.978 -2.230 -4.555
118 H -5.442 -0.374 -3.218
119 C -6.069 4.718 -0.589
120 O -6.872 4.416 -1.729
121 H -5.042 4.808 -0.922
122 H -6.380 5.662 -0.132
123 H -6.130 3.916 0.151
124 H -7.784 4.336 -1.439
125 C 0.791 1.613 -10.849
126 O -0.064 0.593 -10.339
127 H 0.617 2.510 -10.260
128 H 1.842 1.327 -10.760
129 H 0.565 1.829 -11.896
130 H 0.087 -0.199 -10.862
131 C 3.973 1.158 -4.296
132 O 2.854 0.284 -4.105
133 H 3.583 2.133 -4.579
134 H 4.546 1.259 -3.370
135 H 4.628 0.793 -5.084
136 H 3.207 -0.577 -3.864
137 C 6.550 3.128 -6.115
138 O 6.817 1.891 -5.457
139 H 5.881 2.918 -6.946
140 H 6.065 3.838 -5.440
141 H 7.468 3.572 -6.506
142 H 7.412 2.074 -4.725

---

[3]
ORCA calculation (wB97M-V/def2-TZVPD) on one molecule with the formula C5H6N2O in a non-equilibrium geometry.

Lowest unoccupied orbital energy = 0.0019 Eh
Orbital gap = 7.65 eV
DFT total energy = -378.74655 hartree
2S+1 = 1
Energy relative to the best compared isomer or geometry (same formula, charge and spin) = 3.385 eV
Molar mass = 110.116 g mol⁻¹

Element x y z (Å)
1 C -0.950 0.265 -1.060
2 C 0.131 1.071 0.681
3 C 0.105 -0.674 -1.276
4 C 0.351 -0.288 1.193
5 C 0.772 -1.166 0.008
6 N -2.053 0.736 -1.290
7 N 0.257 2.269 0.813
8 O 0.559 -0.909 -2.386
9 H 1.084 -0.324 2.007
10 H -0.612 -0.625 1.580
11 H 0.514 -2.214 0.170
12 H 1.852 -1.114 -0.149
13 H -2.715 0.243 -1.889
14 H 0.704 2.731 1.599

---

[4]
ORCA calculation (wB97M-V/def2-TZVPD) on one molecule with the formula CH3N3O3 in a non-equilibrium geometry.

Lowest unoccupied orbital energy = 0.0247 Eh
Orbital gap = 10.89 eV
DFT total energy = -429.71203 hartree
2S+1 = 1
Energy relative to the best compared isomer or geometry (same formula, charge and spin) = 2.823 eV
Molar mass = 105.053 g mol⁻¹
Structure (SMILES) = N/N=[N+](\[O-])OC=O

Element x y z (Å)
1 C 3.178 -0.145 -0.218
2 N -1.302 0.447 0.726
3 N 0.060 0.654 0.645
4 N 0.797 -0.257 0.337
5 O 4.226 0.353 0.003
6 O 2.143 0.288 0.443
7 O 0.696 -1.410 0.073
8 H 2.793 -0.995 -0.932
9 H -1.491 -0.523 0.440
10 H -1.805 1.038 0.058

---

[5]
ORCA calculation (wB97M-V/def2-TZVPD) on a 2-piece molecular cluster, C9H16N2O2 overall in a non-equilibrium geometry.

Lowest unoccupied orbital energy = 0.0069 Eh
Orbital gap = 9.65 eV
DFT total energy = -612.39099 hartree
2S+1 = 1
Energy relative to the best compared isomer or geometry (same formula, charge and spin) = 5.300 eV
Molar mass = 184.239 g mol⁻¹
Structure (SMILES) = O=c1cc[nH]c(=O)[nH]1.CCCCC

Element x y z (Å)
1 C 2.259 3.350 -2.995
2 C 0.854 2.665 -3.597
3 C 0.427 1.612 -2.487
4 C -1.040 1.477 -2.488
5 C -1.535 0.366 -1.643
6 C -0.816 -0.646 2.678
7 C -0.985 -0.081 1.398
8 C -0.232 -0.550 0.361
9 C 0.526 -2.413 1.789
10 H 2.065 3.870 -2.042
11 H 3.061 2.473 -2.508
12 H 2.952 3.900 -3.699
13 H 0.923 2.280 -4.674
14 H 0.043 3.567 -3.675
15 H 0.984 0.589 -2.840
16 H 0.847 2.215 -1.539
17 H -1.465 1.416 -3.603
18 H -1.432 2.518 -2.050
19 H -1.471 1.063 -0.655
20 H -2.555 0.113 -1.839
21 H -1.034 -0.705 -1.537
22 H -0.137 -2.250 3.629
23 H -1.490 0.900 1.360
24 H -0.035 -0.087 -0.673
25 H 0.842 -2.332 -0.204
26 N 0.097 -1.684 2.810
27 N 0.507 -1.734 0.582
28 O -1.376 -0.220 3.725
29 O 0.991 -3.566 1.864

---

[6]
ORCA calculation (wB97M-V/def2-TZVPD) on a 2-piece molecular cluster, C7H8I4N2 overall in a non-equilibrium geometry.

Lowest unoccupied orbital energy (alpha / beta) = -0.0882 / -0.0882 Eh
Orbital gap (alpha / beta) = 5.94 / 5.94 eV
DFT total energy = -1571.68323 hartree
2S+1 = 1
Energy relative to the best compared isomer or geometry (same formula, charge and spin) = 0.000 eV
Molar mass = 627.771 g mol⁻¹

Element x y z (Å)
1 C 2.405 -0.480 -1.269
2 C 1.749 0.495 -0.630
3 C 0.407 -0.605 -1.982
4 C -1.006 -1.397 2.165
5 C -0.262 2.415 0.100
6 C -0.384 -1.784 1.063
7 C -0.561 1.310 -0.813
8 N 1.547 -1.113 -2.198
9 N 0.413 0.471 -1.085
10 I -4.738 -0.784 0.562
11 I 0.227 2.167 2.151
12 I 1.546 -2.667 1.164
13 I -2.546 0.554 -0.693
14 H 3.372 -0.795 -1.193
15 H 1.886 1.139 0.183
16 H -0.467 -0.829 -2.433
17 H -1.976 -1.040 2.064
18 H -0.465 -1.388 3.176
19 H 0.479 3.021 -0.439
20 H -0.988 3.177 0.006
21 H -0.639 -1.868 0.100

---

[7]
ORCA calculation (wB97M-V/def2-TZVPD) on a 5-piece molecular cluster, C13H24BCl12N5O6PS overall in a non-equilibrium geometry.

Total charge = +1
Lowest unoccupied orbital energy = -0.0969 Eh
Orbital gap = 9.71 eV
DFT total energy = -7521.46853 hartree
2S+1 = 1
Molar mass = 845.653 g mol⁻¹

Element x y z (Å)
1 N 2.225 -3.299 3.183
2 C 2.233 -3.989 1.892
3 C 1.667 -3.101 0.789
4 C 0.122 -2.938 0.874
5 O -0.415 -3.861 1.760
6 N -0.308 -1.503 1.164
7 N -1.747 -1.368 1.083
8 P 0.116 -0.980 2.891
9 O -0.215 -2.052 3.835
10 C 0.271 -0.618 0.018
11 N -0.599 -0.813 -1.123
12 C -0.462 -0.208 -2.165
13 S -0.274 0.485 -3.542
14 B 0.237 0.986 0.348
15 O 1.402 1.601 0.643
16 O -0.939 1.682 0.276
17 C 1.689 -1.063 -0.365
18 N 2.355 -1.799 0.704
19 C 3.778 -1.987 0.347
20 C 4.685 -1.776 1.565
21 C 4.287 -0.522 2.291
22 O 4.061 -0.430 3.463
23 O 4.177 0.536 1.438
24 H 3.086 -3.504 3.678
25 H 1.503 -3.688 3.778
26 H 1.731 -4.956 1.892
27 H 3.266 -4.208 1.619
28 H 1.865 -3.629 -0.159
29 H -0.294 -3.137 -0.120
30 H -1.084 -3.490 2.347
31 H -2.133 -1.131 1.991
32 H -2.154 -2.230 0.736
33 H -0.739 0.132 3.086
34 H 1.449 -0.570 2.823
35 H 1.222 2.469 1.029
36 H -1.545 1.444 0.988
37 H 2.280 -0.186 -0.620
38 H 1.661 -1.708 -1.258
39 H 4.074 -1.269 -0.415
40 H 3.937 -2.990 -0.059
41 H 4.612 -2.607 2.260
42 H 5.730 -1.707 1.256
43 H 4.489 1.332 1.887
44 C -0.111 3.328 -6.689
45 Cl 0.547 1.754 -6.207
46 Cl -1.855 3.225 -6.897
47 Cl 0.314 4.559 -5.504
48 H 0.333 3.600 -7.637
49 C -5.528 2.987 -6.099
50 Cl -7.151 2.307 -6.027
51 Cl -5.000 3.192 -7.771
52 Cl -5.440 4.513 -5.220
53 H -4.852 2.289 -5.623
54 C -4.162 2.597 -0.766
55 Cl -4.128 1.023 0.047
56 Cl -5.646 2.786 -1.680
57 Cl -3.971 3.911 0.400
58 H -3.325 2.634 -1.452
59 C -2.309 3.677 3.735
60 Cl -0.740 4.281 4.239
61 Cl -2.129 2.032 3.044
62 Cl -3.453 3.650 5.053
63 H -2.692 4.306 2.942

---

[8]
ORCA calculation (wB97M-V/def2-TZVPD) on a 12-piece molecular cluster, C32H70Cl10F3N5O11P overall in a non-equilibrium geometry.

Total charge = -1
Lowest unoccupied orbital energy = 0.0635 Eh
Orbital gap = 8.04 eV
DFT total energy = -7605.80588 hartree
2S+1 = 1
Energy relative to the best compared isomer or geometry (same formula, charge and spin) = 2.657 eV
Molar mass = 1143.434 g mol⁻¹

Element x y z (Å)
1 C 0.711 -0.696 -1.155
2 O 0.351 0.332 -0.204
3 O -0.554 -1.083 -1.692
4 C 1.899 -0.300 -2.129
5 F 2.953 0.098 -1.392
6 F 2.352 -1.310 -2.924
7 F 1.567 0.722 -2.971
8 C 0.801 0.248 1.145
9 C 0.221 1.517 1.821
10 H -0.845 1.667 1.654
11 H 0.371 1.463 2.899
12 H 0.752 2.457 1.668
13 H 1.883 0.291 1.271
14 H 0.379 -0.595 1.693
15 H 1.045 -1.541 -0.554
16 C 1.074 -4.960 -2.107
17 C -0.140 -5.328 -1.284
18 O -0.356 -6.508 -1.038
19 N -0.865 -4.306 -0.867
20 C -1.963 -4.381 0.060
21 H 1.227 -3.881 -2.113
22 H 0.864 -5.371 -3.094
23 H 1.919 -5.453 -1.626
24 H -0.663 -3.349 -1.119
25 H -2.856 -4.534 -0.547
26 H -2.026 -3.470 0.654
27 H -1.864 -5.238 0.726
28 C -3.831 -1.027 0.282
29 C -4.389 -1.304 -1.100
30 O -5.608 -1.500 -1.330
31 N -3.502 -1.582 -2.047
32 C -3.964 -1.980 -3.389
33 H -4.046 -1.842 0.973
34 H -4.371 -0.205 0.752
35 H -2.772 -0.772 0.319
36 H -2.529 -1.390 -1.858
37 H -4.479 -1.098 -3.769
38 H -4.619 -2.849 -3.324
39 H -3.116 -2.262 -4.013
40 C 1.999 -0.868 -6.585
41 C 3.152 0.027 -6.408
42 O 3.382 0.852 -7.291
43 N 3.886 -0.042 -5.311
44 C 5.098 0.699 -4.922
45 H 1.988 -1.717 -5.901
46 H 2.100 -1.261 -7.597
47 H 1.121 -0.229 -6.491
48 H 3.444 -0.576 -4.577
49 H 6.008 0.102 -4.982
50 H 5.074 1.043 -3.888
51 H 5.229 1.619 -5.493
52 C -1.610 0.845 -4.471
53 C -2.072 1.994 -3.523
54 O -2.778 2.910 -3.867
55 N -1.453 1.991 -2.320
56 C -1.729 2.797 -1.147
57 H -2.136 -0.064 -4.179
58 H -0.545 0.615 -4.448
59 H -1.935 1.074 -5.486
60 H -0.942 1.159 -2.061
61 H -2.159 3.767 -1.400
62 H -0.842 3.050 -0.566
63 H -2.429 2.260 -0.507
64 C -5.417 5.236 2.950
65 C -3.949 5.553 2.953
66 O -3.486 6.402 3.709
67 N -3.186 4.705 2.269
68 C -1.696 4.758 2.419
69 H -6.024 6.118 3.152
70 H -5.644 4.565 3.778
71 H -5.821 4.917 1.989
72 H -3.514 3.796 1.974
73 H -1.155 4.512 1.506
74 H -1.322 4.186 3.268
75 H -1.329 5.770 2.587
76 C -3.531 1.589 3.875
77 O -4.493 0.631 4.464
78 P -3.953 -0.804 4.963
79 O -2.983 -0.824 6.051
80 O -5.339 -1.525 5.264
81 C -6.182 -1.135 6.384
82 O -3.426 -1.514 3.577
83 C -2.708 -2.755 3.705
84 H -3.438 2.474 4.504
85 H -4.017 1.860 2.938
86 H -2.538 1.139 3.873
87 H -6.158 -2.019 7.021
88 H -7.150 -0.745 6.069
89 H -5.776 -0.315 6.977
90 H -2.733 -3.285 4.658
91 H -1.685 -2.622 3.353
92 H -3.257 -3.417 3.036
93 Cl 0.436 -1.093 4.556
94 C 1.135 -0.095 5.873
95 C 0.146 0.861 6.569
96 Cl -0.291 2.171 5.457
97 H 1.915 0.576 5.512
98 H 1.754 -0.731 6.505
99 H 0.443 1.314 7.515
100 H -0.784 0.365 6.848
101 Cl 3.842 -4.164 -0.120
102 C 3.048 -3.259 1.168
103 C 3.475 -3.800 2.553
104 Cl 5.214 -3.598 2.830
105 H 1.963 -3.358 1.163
106 H 3.327 -2.211 1.056
107 H 3.230 -4.858 2.652
108 H 2.953 -3.265 3.346
109 Cl 3.520 3.788 -2.765
110 C 1.917 4.352 -2.186
111 C 1.864 4.365 -0.589
112 Cl 3.237 5.317 -0.091
113 H 1.143 3.705 -2.600
114 H 1.784 5.354 -2.593
115 H 1.913 3.334 -0.241
116 H 0.981 4.859 -0.183
117 Cl 3.976 1.534 0.929
118 C 5.325 2.352 0.070
119 C 6.194 3.157 1.073
120 Cl 6.991 2.148 2.309
121 H 4.925 3.142 -0.565
122 H 5.824 1.672 -0.620
123 H 5.507 3.794 1.630
124 H 6.894 3.861 0.623
125 Cl 6.442 -3.502 -5.103
126 C 4.926 -3.270 -4.159
127 C 3.765 -4.001 -4.782
128 Cl 3.884 -5.672 -4.734
129 H 4.746 -2.205 -4.013
130 H 5.133 -3.562 -3.130
131 H 3.415 -3.637 -5.748
132 H 2.936 -3.718 -4.133